309
Properties=species:S:1:pos:R:3:forces:R:3 method="wB97M-V/def2-TZVPD" total_charge=+8 total_energy_ev=-137049.5642 largest_force_ev_per_a=6.93 lumo_ev=-13.302
C 3.4858 -16.5832 -8.7858 0.13 -0.49 0.68
C 3.5051 -17.5650 -9.9080 -1.50 -2.26 -0.18
N 2.8506 -19.1117 -9.4495 -0.73 3.29 -2.97
C 1.3261 -18.9389 -9.2314 1.67 -0.87 -1.64
C 3.2119 -19.9592 -10.7352 -1.77 0.08 1.97
C 2.4112 -19.5530 -11.9686 -0.10 -1.43 -0.81
C 3.5525 -19.3565 -8.3027 1.80 -5.57 3.72
C 3.5567 -21.3047 -7.8647 -1.41 5.39 -1.76
O 4.5961 -21.7549 -8.5083 3.43 -2.15 -0.90
C 5.7527 -22.3128 -7.7304 -1.82 -0.28 -1.65
H 3.3572 -15.6120 -9.2217 0.70 0.77 -0.16
H 4.3118 -16.6979 -8.0594 -0.06 0.43 -0.86
H 2.6171 -16.6299 -8.1500 -0.70 -0.44 0.02
H 4.4884 -17.8146 -10.3591 -0.64 0.17 0.54
H 2.7476 -17.4969 -10.6753 0.28 1.39 -0.28
H 0.9752 -18.5564 -10.1784 -0.40 0.07 -0.04
H 1.1210 -18.2282 -8.4780 0.11 0.62 0.95
H 0.8466 -19.8968 -9.0288 0.27 0.00 0.10
H 2.9530 -20.9807 -10.4127 0.16 0.27 -0.53
H 4.2764 -19.8941 -10.7792 0.65 0.09 -0.37
H 2.4753 -18.5702 -12.3994 0.44 0.60 0.34
H 1.3449 -19.7744 -11.8692 0.15 0.00 0.24
H 2.7250 -20.2110 -12.8055 0.05 0.20 0.51
H 3.1043 -19.1649 -7.3538 -0.41 1.34 0.12
H 4.6277 -19.2302 -8.3379 -0.07 0.42 -0.17
H 2.6773 -21.3827 -8.4716 -0.90 -1.11 0.52
H 3.4731 -21.1949 -6.8071 0.13 -0.76 0.75
H 6.7162 -21.9049 -8.1326 -1.07 -0.11 0.82
H 5.6720 -23.4022 -7.9286 0.47 0.60 0.29
H 5.4005 -22.1078 -6.7356 1.19 0.07 0.82
C 4.7159 -29.9666 -14.8831 0.70 0.63 1.58
C 3.6477 -28.9734 -14.5136 -1.43 0.69 -1.02
N 2.2451 -29.5557 -14.3337 -1.52 0.79 0.84
C 2.3462 -30.6282 -13.2931 -0.24 0.93 0.76
C 1.2452 -28.4537 -13.8194 1.09 0.41 0.28
C 1.5779 -27.8430 -12.4588 0.84 0.09 -1.08
C 1.6228 -30.1152 -15.5920 0.21 -1.49 1.30
C 0.4879 -31.1135 -15.3624 -1.18 0.56 0.39
O -0.6632 -30.5074 -14.7282 0.27 -0.45 -0.63
C -1.8438 -31.3555 -14.5403 0.71 0.44 -0.52
H 4.9635 -30.6031 -14.0349 -0.24 -0.42 -0.15
H 5.6602 -29.4391 -15.0252 -0.17 0.24 -0.35
H 4.4890 -30.5146 -15.7653 -0.10 -0.53 -0.66
H 3.5262 -28.2151 -15.2855 0.02 -0.04 -0.34
H 3.7387 -28.3910 -13.6150 0.88 -0.21 0.49
H 2.9929 -30.2611 -12.4885 -0.31 0.07 -0.10
H 2.8859 -31.4158 -13.7501 0.12 -1.15 -0.30
H 1.3585 -30.9069 -12.8773 0.61 0.13 -0.50
H 0.2948 -28.9189 -13.7638 -0.74 -0.71 -0.15
H 1.1561 -27.6505 -14.5634 0.46 -0.41 -0.12
H 2.5451 -27.3171 -12.5141 -0.45 -0.08 0.41
H 1.5688 -28.5606 -11.6591 0.10 -0.32 0.34
H 0.8048 -27.1187 -12.2564 -0.20 0.33 0.09
H 2.4088 -30.6867 -16.0403 0.44 -0.36 -0.57
H 1.3356 -29.3534 -16.2529 -0.31 1.40 -0.64
H 0.8529 -31.9379 -14.7652 0.01 -0.42 0.12
H 0.2051 -31.5027 -16.3421 0.03 -0.05 -0.12
H -1.6778 -31.9575 -13.6524 -0.14 -0.26 0.07
H -2.0739 -32.0003 -15.4167 0.33 0.47 0.43
H -2.6734 -30.6593 -14.3723 0.24 -0.25 -0.04
C 2.5938 -42.6339 -12.4892 -0.39 0.64 -0.86
C 2.7300 -41.1158 -12.4290 -0.42 1.37 1.00
C 4.0992 -40.5022 -12.6798 1.37 0.91 0.05
C 4.5092 -40.4393 -14.1566 0.25 -0.54 -0.50
N 6.0100 -40.2616 -14.4997 0.12 -0.97 0.28
C 6.6228 -38.9481 -14.0878 0.00 -0.85 0.47
C 6.0386 -37.9606 -15.0726 -0.55 -0.01 0.30
C 6.0140 -38.7077 -16.3959 -0.17 -1.56 -0.05
C 6.3212 -40.1951 -15.9929 0.12 1.72 0.69
C 6.7602 -41.4469 -13.9338 0.23 0.62 -0.36
H 2.5548 -42.9838 -13.5355 0.65 -0.01 0.35
H 1.5799 -42.8646 -12.1762 0.09 -0.33 0.60
H 3.3697 -43.1233 -11.8910 -0.39 -0.14 -0.21
H 2.4461 -40.6971 -11.4268 0.25 -0.82 -0.47
H 2.0010 -40.5822 -13.0492 -0.03 -0.39 -0.41
H 4.8520 -40.9679 -12.0495 0.06 -0.68 -0.17
H 4.1705 -39.4870 -12.2862 -0.55 0.28 0.00
H 3.9947 -39.6305 -14.6623 -0.20 0.01 -0.12
H 4.1959 -41.3978 -14.5908 0.33 0.29 -0.34
H 7.7088 -39.1665 -14.2344 -0.73 0.79 0.38
H 6.3517 -38.7596 -13.0536 0.38 0.10 0.17
H 6.6300 -37.0774 -15.1246 0.46 0.76 0.06
H 5.0151 -37.6633 -14.7479 0.68 -0.18 -0.24
H 6.7744 -38.4651 -17.1120 0.45 0.65 -0.14
H 5.0707 -38.5782 -16.9137 -0.20 -0.24 -0.01
H 7.4083 -40.4088 -16.1811 -1.20 -0.12 0.47
H 5.6760 -40.9071 -16.3743 -0.89 -1.48 -1.54
H 6.4649 -42.3998 -14.4105 -0.08 0.66 0.22
H 6.6224 -41.4649 -12.8545 0.20 -0.16 -0.18
H 7.7779 -41.1917 -14.2173 0.29 -0.63 0.43
C -5.8994 -22.9378 -9.3274 -0.26 3.23 -5.30
C -5.2455 -23.7930 -8.4647 0.34 -3.47 3.68
C -6.2330 -24.9439 -7.9426 0.32 -0.37 -0.69
C -5.5096 -25.9883 -7.0654 0.20 0.99 -0.66
N -6.4521 -27.1557 -6.5659 1.91 0.80 -0.67
C -5.5165 -28.1651 -5.9664 0.95 -0.58 -0.01
C -5.0459 -29.1799 -7.1472 -3.07 4.59 1.62
C -6.0233 -28.7013 -8.2665 2.71 -3.37 0.62
C -7.0622 -27.8327 -7.8090 -0.48 1.33 0.28
C -7.5275 -26.7207 -5.6266 -0.11 1.27 -0.43
H -5.3527 -22.5297 -10.2282 -0.41 -0.59 1.12
H -8.9272 -20.5223 -11.9547 0.24 -0.26 0.19
H -6.8808 -22.4497 -9.3406 0.22 -0.65 1.03
H -5.1162 -23.1946 -7.5183 0.63 -0.48 -0.26
H -4.3099 -24.3703 -8.7110 -0.56 1.45 -0.41
H -6.5848 -25.5684 -8.8074 -0.06 1.52 0.45
H -7.0096 -24.3203 -7.4701 -0.21 -1.10 0.04
H -4.9937 -25.4632 -6.2522 -0.65 -0.58 0.56
H -4.6222 -26.3892 -7.6657 -1.52 -0.20 0.61
H -6.0373 -28.6480 -5.1352 0.12 -0.16 -0.33
H -4.6451 -27.6363 -5.5513 -0.49 -0.11 -0.03
H -5.5976 -30.0255 -6.8835 1.42 -1.98 0.75
H -3.9952 -28.9296 -7.2883 -0.07 -1.36 -0.43
H -5.9956 -31.4389 -8.4075 -0.46 1.49 -0.49
H -5.5347 -28.7495 -9.1906 -0.31 0.35 -1.65
H -7.9956 -28.2657 -7.4904 -0.30 -0.65 0.16
H -7.3366 -27.0647 -8.5443 -0.02 -0.34 0.31
H -8.3652 -26.5082 -6.2888 -0.38 -0.06 0.62
H -7.2861 -25.7972 -5.0914 0.33 -0.12 -0.31
H -7.7037 -27.4596 -4.8623 -0.31 -0.50 -0.20
C 4.9690 -30.2834 -5.8325 4.30 5.02 1.77
C 4.6731 -31.4231 -5.0369 -4.26 -4.70 -1.49
C 5.1508 -31.7484 -3.6105 -0.08 -0.46 -2.09
C 3.9560 -32.3000 -2.8488 1.87 -0.89 0.70
N 4.3546 -32.4523 -1.3723 -1.25 0.12 0.34
C 4.5798 -31.1004 -0.6146 -0.65 0.17 -0.72
C 3.2786 -30.8335 0.1470 -0.16 1.75 -0.17
C 2.7370 -32.1744 0.5564 0.63 -1.11 0.10
C 3.1051 -33.0364 -0.6634 -0.51 -0.51 -0.48
C 5.5477 -33.4211 -1.2296 -1.01 2.38 0.64
H 4.6504 -30.2082 -6.8376 0.00 0.34 -0.65
H 5.9965 -29.7642 -5.5938 1.64 -3.26 -2.28
H 5.1799 -29.2773 -5.2956 -4.32 0.30 0.34
H 4.6241 -32.3511 -5.7425 2.00 0.78 1.08
H 3.5279 -31.5728 -5.1867 0.68 1.10 1.71
H 5.5566 -30.8628 -3.1795 0.13 0.79 0.54
H 6.0025 -32.4554 -3.7055 -0.63 0.27 0.34
H 3.7646 -33.3552 -3.1846 -0.22 1.08 0.21
H 3.0776 -31.6645 -2.9539 0.10 -0.08 0.25
H 5.3549 -31.2551 0.1174 0.50 -0.28 -0.01
H 4.8617 -30.2429 -1.2844 -0.20 -1.18 0.44
H 3.5573 -30.1872 1.0056 -0.44 -0.35 -0.43
H 2.5512 -30.2539 -0.4744 0.54 -0.48 0.39
H 3.1625 -32.4978 1.5012 0.45 -0.22 -0.03
H 1.6666 -32.2664 0.7265 -0.09 0.42 -0.21
H 3.2638 -34.1360 -0.5626 -0.24 0.93 0.21
H 2.2636 -32.8550 -1.3542 0.48 -0.42 0.05
H 5.4702 -34.1771 -1.9829 0.23 -0.33 -0.37
H 5.4073 -33.8083 -0.2391 0.40 -0.47 0.41
H 6.4108 -32.7494 -1.2544 0.20 -0.78 -0.29
C 12.9518 -25.4872 -17.0293 -2.03 -1.82 -0.06
C 13.4381 -26.2894 -15.8287 2.06 1.15 0.04
C 12.9726 -25.7191 -14.4683 0.55 -0.51 -1.60
C 13.4889 -26.4576 -13.2501 -1.40 -1.11 -0.18
P 12.9277 -28.2576 -13.1522 1.64 1.00 0.96
C 14.1277 -29.3456 -14.0303 0.04 -0.48 0.65
C 15.6374 -29.0790 -13.8416 0.38 -0.78 2.09
C 16.4976 -30.3352 -14.2040 0.83 1.63 -1.11
C 17.7642 -30.4253 -13.3536 -0.78 -1.44 0.70
C 12.8386 -28.6321 -11.2972 0.46 -1.51 -2.35
C 14.1307 -28.7103 -10.5348 0.38 0.03 2.21
C 13.7905 -28.7163 -8.9164 2.51 -1.42 -3.96
C 13.3737 -27.4116 -8.4094 -0.69 0.28 2.84
C 11.2725 -28.5632 -13.8144 0.45 0.47 0.21
C 10.1827 -27.7497 -13.0795 1.45 0.30 0.58
C 8.9757 -27.6021 -13.9450 -1.50 0.16 1.51
C 7.9080 -26.8024 -13.1226 -0.48 -0.98 -0.93
H 13.0761 -24.4498 -16.8427 -0.05 0.99 0.04
H 11.8622 -25.7659 -17.1232 0.73 0.85 -0.17
H 13.3909 -25.7359 -18.0015 0.23 -0.11 0.46
H 14.5430 -26.2497 -15.9084 -0.24 0.07 0.58
H 13.2638 -27.3338 -15.9009 -0.69 -1.11 -0.27
H 11.8945 -25.6542 -14.4922 -0.54 -0.08 0.23
H 13.3219 -24.7038 -14.4373 0.18 0.60 0.24
H 12.9947 -26.0019 -12.3896 0.58 0.01 0.34
H 14.5776 -26.4532 -13.2005 -0.06 0.02 0.28
H 13.8318 -29.4901 -15.0612 -0.16 0.31 -0.39
H 13.9673 -30.3416 -13.5737 -0.10 0.29 -0.05
H 15.7652 -28.8827 -12.7313 0.03 -0.23 -1.07
H 16.1132 -28.2333 -14.3195 -0.57 0.42 -0.40
H 16.8527 -30.1805 -15.2235 -0.31 -0.03 -0.29
H 15.8985 -31.2278 -14.2526 -0.10 -0.53 0.43
H 18.6273 -30.9476 -13.7464 -0.33 -0.63 -0.61
H 17.4605 -30.9445 -12.4448 0.41 0.10 0.37
H 18.2184 -29.5089 -13.0933 -0.09 1.51 0.33
H 12.4189 -29.6579 -11.2776 -0.18 0.45 0.06
H 12.1199 -27.9673 -10.8880 -0.62 0.84 0.40
H 14.8669 -27.8950 -10.6902 -0.59 -0.32 -0.15
H 14.6340 -29.6724 -10.7282 -0.11 0.46 -0.15
H 14.8236 -28.9161 -8.5574 -0.95 -0.51 0.33
H 13.0822 -29.5541 -8.8097 0.42 0.34 0.62
H 13.6715 -27.5294 -7.3216 -0.70 0.78 -0.84
H 12.2578 -27.3442 -8.4015 0.91 0.76 -0.29
H 13.9804 -26.5607 -8.7660 -0.74 -0.29 -0.17
H 11.1750 -29.6478 -13.6402 -0.31 0.25 -0.64
H 11.3200 -28.2535 -14.8909 -0.20 -0.68 0.77
H 10.5714 -26.7498 -12.9030 0.21 0.35 -0.06
H 9.9975 -28.0840 -12.0266 -0.17 -0.34 -1.05
H 8.7099 -28.6166 -14.2634 -0.66 0.24 -0.01
H 9.1817 -27.0193 -14.8168 0.44 0.23 -0.70
H 7.6307 -27.2916 -12.2110 -0.14 -0.85 0.53
H 6.9552 -26.6266 -13.6604 0.64 0.17 0.05
H 8.3182 -25.8859 -12.7407 0.26 0.74 -0.41
C -1.3659 -26.3093 -23.1873 -0.41 0.31 0.95
C 0.0542 -26.3450 -22.5858 -0.21 0.52 0.54
C 0.2062 -25.5547 -21.2314 -0.32 0.68 -1.34
C -0.8324 -25.7677 -20.1137 0.49 0.31 0.18
P -0.7082 -27.3784 -19.2016 -1.49 1.13 -1.28
C 0.9784 -27.9833 -19.1145 -0.69 0.29 0.74
C 1.7424 -27.0636 -18.1603 1.20 0.58 0.42
C 3.2727 -27.2940 -18.2525 -0.09 0.29 -0.27
C 3.8697 -26.8353 -19.5814 0.61 1.48 0.38
C -1.8785 -28.5312 -20.0035 0.28 0.37 -0.35
C -2.1239 -29.7765 -19.2208 -0.98 -2.77 0.64
C -3.0132 -30.8728 -19.9755 0.47 0.86 0.60
C -2.7209 -32.2451 -19.3198 -0.92 0.77 0.88
C -1.2166 -27.1108 -17.5137 -1.29 0.21 0.83
C -2.7535 -26.7729 -17.2958 1.20 0.12 1.57
C -3.0283 -26.2254 -15.8316 0.22 -0.22 -1.71
C -2.5215 -27.1464 -14.7460 -0.97 -0.98 -0.10
H -1.4275 -26.7775 -24.1493 0.20 -0.28 -0.53
H -1.8273 -25.3123 -23.2980 0.65 -0.13 0.05
H -2.0851 -26.8461 -22.5471 0.24 -0.05 -0.08
H 0.8019 -25.9399 -23.2988 -0.47 -0.16 0.44
H 0.3576 -27.3863 -22.3995 -0.12 0.03 -0.17
H 0.1923 -24.4574 -21.4539 -0.10 -0.85 0.08
H 1.1938 -25.7391 -20.8480 0.59 -0.09 0.25
H -1.8424 -25.6488 -20.5253 0.06 -0.33 0.21
H -0.6952 -24.9105 -19.4116 -0.15 -0.83 -0.10
H 1.3480 -28.0126 -20.1274 0.47 -0.12 -0.25
H 0.9298 -28.9804 -18.6648 0.08 -0.12 -0.42
H 1.4321 -27.2320 -17.1180 -0.10 -0.21 -0.25
H 1.5193 -25.9838 -18.3157 0.20 -0.60 -0.24
H 3.5011 -28.3469 -18.1078 -0.08 -0.37 0.09
H 3.8283 -26.7621 -17.4667 -0.50 0.03 0.04
H 3.4539 -25.8405 -19.8331 -0.01 -0.45 -0.06
H 3.7296 -27.4938 -20.4285 0.03 -0.21 -0.04
H 4.9466 -26.5980 -19.4319 -0.58 -0.58 -0.35
H -1.5004 -28.7255 -21.0538 -0.61 0.26 1.07
H -2.8737 -28.0553 -19.9936 0.53 0.47 -0.64
H -2.6275 -29.6054 -18.2171 0.65 0.08 -1.11
H -1.2560 -30.4116 -19.0270 0.61 0.66 0.19
H -2.7726 -30.8756 -21.0507 0.16 -0.11 0.38
H -4.0678 -30.5552 -19.9249 0.27 -0.45 0.12
H -1.6784 -32.5441 -19.3837 0.19 0.18 -0.04
H -3.2928 -33.0148 -19.7776 -0.48 -0.68 -0.63
H -3.0582 -32.2907 -18.2452 0.48 0.35 -0.83
H -0.5859 -26.2945 -17.0905 -0.40 -0.69 -0.17
H -1.0277 -28.0862 -17.0260 0.18 0.51 0.23
H -3.3440 -27.6527 -17.4389 -0.28 -0.76 -0.13
H -3.1180 -26.0597 -17.9965 -0.10 0.75 -0.65
H -4.1158 -26.1002 -15.7245 0.36 0.02 -0.10
H -2.5765 -25.2378 -15.8119 0.01 0.21 0.37
H -3.0055 -26.9107 -13.8087 -0.34 -0.05 0.28
H -1.4797 -27.1181 -14.5061 0.93 0.14 -0.34
H -2.7861 -28.1954 -15.0276 0.21 0.61 0.40
C -6.1944 -37.1376 -6.3526 0.87 -0.33 1.07
C -5.2995 -36.5177 -7.4427 -0.43 -0.92 0.78
C -4.9049 -37.4920 -8.5472 0.57 0.06 1.10
C -3.8285 -36.8438 -9.4225 0.28 -2.27 -1.13
P -3.4162 -37.9601 -10.8464 -1.22 -0.69 1.51
C -4.8492 -38.9687 -11.3342 -0.41 0.63 1.35
C -6.0296 -38.0460 -11.7786 -0.35 -0.67 1.20
C -7.4005 -38.7565 -12.0124 0.83 0.05 -1.52
C -8.1419 -39.0572 -10.7318 -0.76 0.32 -0.67
C -2.0467 -39.0298 -10.2628 0.06 -0.20 -1.37
C -1.9761 -39.8183 -8.9651 0.98 -0.92 0.05
C -2.9298 -41.0054 -8.8235 -0.78 0.54 -0.41
C -2.8004 -42.1294 -9.8895 -0.14 0.15 1.52
C -2.9062 -36.9800 -12.2671 0.70 -0.88 -0.96
C -2.0219 -37.8713 -13.2966 -0.36 1.42 2.18
C -1.1664 -36.8935 -14.0241 0.42 0.18 -1.38
C 0.0725 -37.4250 -14.7353 0.33 -1.08 0.37
H -7.0913 -37.5954 -6.7582 -0.28 0.18 0.13
H -6.4142 -36.3792 -5.5459 -0.08 -0.81 -1.00
H -5.6138 -37.9672 -5.8193 -0.75 1.01 -0.77
H -4.4110 -36.3036 -6.8990 1.08 0.67 0.26
H -5.6893 -35.5875 -7.8317 -0.28 0.22 -0.23
H -5.7869 -37.7945 -9.1026 0.04 -0.06 -0.18
H -4.4790 -38.3835 -8.0467 -0.29 0.20 -0.35
H -2.8335 -36.7588 -8.9730 -0.37 0.44 0.46
H -4.1808 -35.9383 -9.8345 -0.20 1.31 -0.34
H -5.1588 -39.5819 -10.4571 0.37 0.38 -0.45
H -4.4072 -39.6622 -12.0360 -0.45 -0.25 -0.73
H -5.7363 -37.5853 -12.6789 0.25 0.68 -1.25
H -6.1651 -37.2184 -11.0219 0.13 -0.79 -0.68
H -7.2087 -39.6622 -12.6300 -0.09 0.28 0.56
H -7.9312 -38.1102 -12.7279 -0.22 -0.04 0.53
H -9.1854 -39.4614 -10.8760 1.34 0.19 0.14
H -8.2278 -38.1160 -10.1931 -0.16 0.01 0.35
H -7.4896 -39.7228 -10.1949 -0.26 -0.56 0.74
H -1.2609 -38.2973 -10.3239 0.90 0.31 0.22
H -1.8201 -39.7372 -11.0830 -0.25 0.34 0.19
H -1.9762 -39.1933 -8.0933 -0.63 0.59 0.49
H -0.9471 -40.2319 -8.8826 -0.32 0.22 -0.52
H -3.9314 -40.5822 -8.8578 -0.39 -0.06 -0.06
H -2.8352 -41.3237 -7.7898 0.11 -0.60 -0.05
H -3.6577 -42.7863 -9.9500 -0.80 0.45 -0.07
H -2.1083 -42.8723 -9.5167 1.05 0.19 -0.49
H -2.6081 -41.7196 -10.8732 0.36 -0.26 -0.20
H -2.3696 -36.0663 -11.9232 -0.09 -0.80 -0.19
H -3.7944 -36.6269 -12.7767 -0.35 0.09 0.06
H -2.5947 -38.5376 -13.9396 -0.08 0.02 0.24
H -1.3608 -38.3853 -12.6216 0.26 -0.95 -0.10
H -0.8454 -36.1421 -13.2909 -0.08 0.15 -0.49
H -1.7773 -36.4890 -14.8229 -0.23 0.88 0.08
H 0.5982 -36.5817 -15.1862 0.14 -0.19 -0.04
H -0.1275 -38.1903 -15.5229 -0.08 0.67 0.54
H 0.7252 -37.9198 -13.9843 -0.07 0.31 -0.47